(1)
75
Properties=species:S:1:pos:R:3:forces:R:3:lowdin_charge:R:1 method="wB97M-V/def2-TZVPD" total_charge=+1 homo_lumo_gap_ev=7.28 de_lowest_kj_mol=98.8 spin_multiplicity=1
Ti -0.24116 -0.38465 -0.17770 0.5 -0.5 -1.0 0.791
O -2.34888 4.50581 4.86315 0.0 0.0 -0.1 0.096
C -1.88608 3.76222 3.84009 -0.1 0.1 0.1 -0.305
C -2.69076 3.29546 2.80062 0.1 0.0 0.0 0.017
C -2.09237 2.54180 1.81315 0.0 -0.1 -0.1 -0.117
N -0.79279 2.22719 1.78742 0.0 0.0 0.1 0.045
C -0.07070 2.68777 2.78384 0.1 0.1 0.1 -0.708
Br 1.79149 2.25685 2.77822 -0.1 -0.1 0.0 0.809
C -0.53254 3.45502 3.83725 0.0 0.0 -0.1 -0.034
H -3.30072 4.63746 4.78158 0.0 0.0 0.0 0.121
H -3.75173 3.50654 2.76357 0.0 0.0 0.0 0.121
H -2.68975 2.15489 0.99402 0.0 0.0 0.0 0.110
H 0.11648 3.79950 4.62792 0.0 0.0 0.0 0.119
O -1.69353 -0.51078 0.86853 -0.4 0.2 0.4 -0.252
C -3.01879 -0.73380 0.90703 0.4 0.0 0.0 -0.321
C -3.56911 -1.34765 2.02529 -0.2 0.0 0.0 0.026
C -4.93467 -1.56122 2.06906 0.0 0.0 0.0 -0.048
C -5.74813 -1.17375 1.00664 0.0 0.0 0.0 -0.069
C -5.18599 -0.57781 -0.10582 0.0 0.0 0.0 -0.022
C -3.80947 -0.34583 -0.17585 -0.1 0.0 -0.1 -0.101
C -3.18297 0.23886 -1.36212 -0.1 0.0 0.1 -0.258
N -1.88626 0.26978 -1.64670 0.0 -0.1 0.0 0.016
C -1.76794 0.83327 -2.90115 0.1 0.0 0.0 -0.140
C -2.99654 1.16317 -3.36753 -0.1 0.0 0.0 -0.051
N -3.88084 0.78407 -2.38288 0.0 0.0 -0.1 0.129
H -2.91325 -1.64550 2.83344 0.0 0.0 0.0 0.115
H -5.37004 -2.04271 2.93480 0.0 0.0 0.0 0.115
H -6.81370 -1.35204 1.04086 0.0 0.0 0.0 0.109
H -5.83044 -0.31709 -0.93669 0.0 0.0 0.0 0.108
H -0.81105 0.91307 -3.38806 0.0 0.0 0.0 0.081
H -3.32111 1.60376 -4.29310 0.0 0.0 0.0 0.121
H -4.88054 0.87806 -2.42405 0.0 0.0 0.0 0.155
Cl -1.27667 -2.75663 -0.91098 0.0 0.0 0.1 0.870
C -0.51340 -3.26310 -2.40283 -0.1 0.0 0.1 -0.583
C -0.94424 -4.45592 -2.95055 0.1 0.0 -0.1 -0.098
C -0.36079 -4.88330 -4.13273 0.0 0.0 0.0 -0.066
C 0.62317 -4.11274 -4.73092 0.0 0.0 0.0 -0.101
C 1.02682 -2.92299 -4.14863 0.1 0.0 -0.1 -0.673
Cl 2.26102 -2.00514 -4.95008 0.0 0.0 0.1 0.683
C 0.47446 -2.45315 -2.95344 -0.1 0.0 0.1 -0.648
S 1.01530 -0.96593 -2.20784 0.0 0.0 0.1 0.670
H -1.71594 -5.03244 -2.46066 0.0 0.0 0.0 0.111
H -0.67228 -5.81428 -4.58514 0.0 0.0 0.0 0.114
H 1.08844 -4.42714 -5.65444 0.0 0.0 0.0 0.110
F -1.59022 -3.72407 5.47065 0.0 0.0 0.0 0.059
C -0.94075 -3.21672 4.40380 0.0 0.0 0.0 -0.295
C -0.67956 -4.03688 3.32614 0.0 0.0 0.0 0.001
C -0.01016 -3.50245 2.23279 -0.1 -0.1 0.0 -0.053
C 0.38460 -2.16635 2.20261 0.1 0.1 -0.1 -0.313
C 1.04105 -1.58611 0.99124 -0.3 -0.2 0.1 -0.215
C 0.10868 -1.37838 3.32138 0.0 0.0 0.0 -0.050
C -0.54798 -1.89194 4.42787 0.0 0.0 0.0 -0.008
H -0.98327 -5.07445 3.35391 0.0 0.0 0.0 0.122
H 0.21207 -4.14418 1.38862 0.0 0.0 0.0 0.107
H 1.47540 -2.35825 0.35992 0.1 0.0 0.0 0.053
H 1.83218 -0.87211 1.25493 -0.1 0.1 0.0 0.071
H 0.41843 -0.34023 3.32984 0.0 0.0 0.0 0.076
H -0.75068 -1.28680 5.30143 0.0 0.0 0.0 0.122
C 3.00779 2.12244 -1.45753 0.1 0.1 0.1 -0.199
S 1.24040 2.17862 -1.57192 -0.3 -0.2 0.1 1.010
O 0.81534 1.19319 -0.44988 0.1 0.3 0.0 -0.677
C 0.80927 3.74589 -0.90459 0.0 0.1 0.1 -0.392
C -0.42223 4.23302 -1.32888 0.0 0.0 0.0 -0.075
C -0.91474 5.39827 -0.76237 0.0 0.0 0.0 -0.056
C -0.17551 6.05770 0.20874 0.0 0.0 0.0 -0.048
C 1.05884 5.56700 0.61882 0.0 0.0 0.0 -0.051
C 1.55964 4.40134 0.06524 0.0 0.0 0.0 -0.097
H 3.29084 2.12905 -0.40645 0.0 0.0 0.0 0.063
H 3.41327 2.98004 -1.99309 0.0 0.0 0.0 0.084
H 3.31547 1.19183 -1.93100 0.0 0.0 0.0 0.060
H -0.98990 3.70008 -2.08327 0.0 0.0 0.0 0.105
H -1.86992 5.79191 -1.08262 0.0 0.0 0.0 0.114
H -0.56002 6.96847 0.64907 0.0 0.0 0.0 0.116
H 1.62834 6.09088 1.37450 0.0 0.0 0.0 0.119
H 2.50964 4.01115 0.40022 0.0 0.0 0.0 0.084

=====

(2)
8
Properties=species:S:1:pos:R:3:forces:R:3:nbo_charge:R:1 method="wB97M-V/def2-TZVPD" homo_lumo_gap_ev="9.06 / 7.33" de_lowest_kj_mol=566.3 spin_multiplicity=1
C -0.35221 -1.22307 0.67988 -0.5 1.7 -0.3 0.161
C -0.04425 0.17966 0.47893 -0.3 -1.3 1.7 -0.142
N -0.79032 -2.27054 0.87223 0.2 -0.2 0.1 -0.203
N 0.71839 0.43075 -0.70112 -0.8 -1.0 -2.4 0.443
O 0.26832 -0.11173 -1.71680 0.5 0.2 0.7 -0.368
O 1.69256 1.11110 -0.67704 1.1 1.0 0.5 -0.312
I 0.29424 1.32942 2.18734 -0.2 -0.4 -0.8 0.354
H -1.78673 0.55441 -1.12342 0.0 0.0 0.5 0.067

=====

(3)
10
Properties=species:S:1:pos:R:3:forces:R:3:nbo_charge:R:1 method="wB97M-V/def2-TZVPD" homo_lumo_gap_ev=8.38 de_lowest_kj_mol=309.5 spin_multiplicity=1 smiles="S=CN1CC1"
C -1.48895 0.03472 0.20869 -4.1 -1.7 1.4 -0.018
C 0.85501 -0.72542 -0.23680 0.7 0.2 -1.4 -0.212
C 0.74111 0.76345 -0.22004 4.5 2.1 3.7 -0.237
H -1.32893 -0.15841 1.29296 -0.1 0.5 -0.2 0.154
H 0.83880 -1.19385 0.69925 0.5 -0.7 1.3 0.185
H 1.46187 -1.18847 -1.03381 -1.1 -0.1 0.2 0.213
H 1.01320 0.95672 0.97774 -1.4 0.4 -2.9 0.168
H 1.38399 1.54235 -0.86942 -2.2 -2.1 0.9 0.233
N -0.35935 -0.03645 -0.51970 -0.3 1.0 -3.8 -0.508
S -3.11676 0.00537 -0.29886 3.4 0.4 0.7 0.021

=====

(4)
22
Properties=species:S:1:pos:R:3:forces:R:3:nbo_charge:R:1 method="wB97M-V/def2-TZVPD" homo_lumo_gap_ev=8.53 de_lowest_kj_mol=864.4 spin_multiplicity=1
C -0.24009 -0.01303 3.15056 -2.3 1.9 -1.8 -0.652
C 0.46551 0.84733 1.94768 3.7 1.7 2.4 -0.436
C 0.40202 0.04798 0.66272 -2.0 3.6 -1.8 0.115
C 1.40572 -0.80593 0.13510 3.3 -5.6 1.3 -0.679
C 0.40124 0.60634 -2.16125 -0.4 1.5 -1.5 -0.428
C -1.84872 -0.47150 -2.11016 -1.5 0.4 0.9 -0.448
H -1.11412 -0.36878 2.41268 1.7 -0.4 2.5 0.231
H -0.87859 0.61974 4.04308 2.5 -1.8 -2.4 0.235
H 0.62151 -0.73376 3.42474 -2.3 0.8 0.1 0.230
H 1.64762 0.79454 2.27389 -2.7 0.5 -0.9 0.192
H 0.31068 2.07624 1.80693 -0.3 -3.7 0.4 0.252
H 0.58276 -1.98190 0.05373 3.1 3.3 -0.2 0.260
H 2.18964 -0.66617 -1.11935 -2.5 -0.5 4.5 0.263
H 2.12833 -0.95680 1.25496 -1.4 -0.1 -4.0 0.218
H 0.11307 1.61581 -2.53897 -0.3 0.2 1.3 0.179
H 0.32025 0.17231 -3.10730 0.6 -1.4 -1.7 0.204
H 1.44186 0.66800 -1.86169 -0.2 -0.1 0.2 0.201
H -2.63167 -0.80232 -1.26875 2.1 0.1 -1.9 0.229
H -2.51723 0.41857 -2.57600 2.2 -1.4 0.8 0.190
H -1.67483 -1.28988 -2.98249 -0.2 1.9 2.4 0.220
N -0.61180 0.34416 -0.08384 -1.3 0.5 1.4 -0.272
N -0.51316 -0.12095 -1.35626 -2.0 -1.3 -2.0 -0.305

=====

(5)
46
Properties=species:S:1:pos:R:3:forces:R:3:nbo_charge:R:1 method="wB97M-V/def2-TZVPD" total_charge=+1 homo_lumo_gap_ev=7.80 spin_multiplicity=1
Bi -0.82973 1.36249 0.74800 0.0 -0.3 0.3 1.327
C -5.38622 0.68291 -0.13520 0.5 0.5 -1.5 -0.688
C -4.01757 0.93014 0.46413 -0.7 0.3 -1.1 0.276
N -3.06196 1.43815 -0.23417 -0.5 0.6 -0.3 -0.230
O -3.41504 1.78851 -1.54032 0.4 -0.1 -0.1 -0.541
C -3.70950 0.65246 1.85469 -0.3 0.2 -0.1 0.114
C -4.79916 0.68018 2.87825 -0.4 0.9 -0.4 -0.665
N -2.44499 0.60608 2.14422 0.4 0.1 2.0 -0.116
O -2.03637 0.51444 3.37199 -0.2 0.0 -1.3 -0.535
H -5.25004 0.09348 -1.06815 0.0 0.2 0.6 0.260
H -5.86936 1.60702 -0.51654 0.5 -0.3 0.5 0.263
H -6.08360 0.16795 0.49180 -0.1 -0.2 0.5 0.240
H -2.71424 2.38705 -1.88097 -0.5 -0.6 0.5 0.484
H -4.55238 0.11150 3.73698 0.1 -0.9 0.6 0.262
H -5.78033 0.45252 2.45755 0.3 -0.5 0.1 0.229
H -4.96332 1.69307 3.27776 0.5 0.1 -0.2 0.246
C 3.47024 1.93889 2.03280 -1.1 -0.2 -1.0 -0.406
N 3.03874 0.78845 1.18571 0.5 -0.2 -0.4 -0.369
C 2.05257 -0.15517 1.35935 1.2 1.3 0.1 0.268
Se 0.66458 -0.03899 2.64123 0.0 0.1 -0.1 -0.053
N 2.23804 -1.09668 0.43269 -0.8 -0.8 -0.3 -0.525
C 3.31561 -0.79190 -0.40329 -0.4 -0.1 -0.2 0.103
C 3.77404 -1.38399 -1.58779 0.2 0.7 0.5 -0.212
C 4.83460 -0.78798 -2.25713 -1.4 -1.6 -0.1 -0.179
C 5.39817 0.34353 -1.75173 -0.6 0.0 0.0 -0.195
C 4.88356 0.95602 -0.65352 -0.4 0.0 1.2 -0.221
C 3.83070 0.40228 0.08362 0.0 -0.6 -0.7 0.157
H 2.65312 2.22581 2.68803 0.0 -0.1 0.1 0.245
H 3.69098 2.78806 1.35856 0.0 -0.5 0.4 0.223
H 4.33149 1.62773 2.59153 0.4 0.0 0.3 0.229
H 1.50858 -1.81192 0.27335 0.8 0.5 0.1 0.461
H 3.29731 -2.23037 -2.00496 -0.5 -0.8 -0.2 0.232
H 5.12235 -1.20403 -3.20920 0.3 -0.1 0.0 0.233
H 6.17181 0.78932 -2.29116 1.2 0.8 -0.6 0.229
H 5.35575 1.83784 -0.38965 0.6 1.8 0.8 0.223
F 0.04158 -3.75906 -2.81083 0.0 -0.2 0.0 -0.302
C -0.19078 -2.69587 -2.04722 0.2 1.3 0.0 0.409
C -0.67283 -2.84878 -0.75550 -0.4 1.2 -0.1 -0.292
C -0.87655 -1.66681 -0.01812 0.6 -0.5 -1.1 -0.237
C -0.63077 -0.41912 -0.55229 -0.5 0.5 0.0 -0.392
C -0.28683 -0.28686 -1.88499 0.7 -1.3 -0.2 -0.229
C 0.04556 -1.41823 -2.61629 -0.8 -1.5 -0.5 -0.275
H -1.03214 -3.77850 -0.36258 0.3 -0.5 0.0 0.251
H -1.18718 -1.69520 0.98511 -0.5 -0.5 1.2 0.237
H -0.21970 0.63704 -2.38894 0.2 1.1 -0.3 0.215
H 0.29126 -1.43347 -3.69682 0.0 0.4 0.9 0.249

=====

(6)
31
Properties=species:S:1:pos:R:3:forces:R:3:lowdin_spin:R:1 method="wB97M-V/def2-TZVPD" total_charge=-1 homo_lumo_gap_ev="6.23 / 6.22" spin_multiplicity=5
Cr -1.12072 -3.46775 -0.37201 -0.2 -1.0 -0.2 3.922
Cl 0.51361 -2.48479 1.05146 0.4 -0.2 0.6 0.055
C -0.89888 -4.78859 -2.01169 -0.2 -0.1 -0.1 -0.012
C -2.26522 -4.43459 1.07549 0.0 0.0 -0.1 -0.043
H -1.72590 -5.51287 -2.14339 0.3 0.3 0.0 0.010
H -0.81580 -4.19513 -2.94149 0.0 -0.2 0.1 0.001
H 0.03578 -5.37713 -1.90243 -0.3 0.2 0.0 0.004
H -3.00127 -5.16846 0.72892 0.0 0.1 0.0 0.004
H -2.79591 -3.64916 1.63087 -0.1 -0.1 0.1 0.001
H -1.59378 -4.94475 1.78259 -0.1 0.1 -0.1 0.002
Ce 0.09396 -0.02021 0.03952 -1.8 1.0 -0.7 0.031
C 1.50923 -0.21950 -1.75625 0.5 -0.2 -0.4 0.001
C -1.66078 0.72186 -1.01455 0.8 -0.7 0.3 0.017
H 1.04510 -0.86529 -2.52823 0.5 0.2 0.2 0.000
H 1.66482 0.80446 -2.13999 0.2 -0.4 0.0 0.000
H 2.43516 -0.64916 -1.31055 -0.3 0.2 -0.7 0.000
H -2.44497 1.20579 -0.39697 0.1 0.0 -0.4 0.000
H -1.76365 0.78804 -2.12695 -0.2 0.1 0.8 0.000
C 1.04637 4.08365 2.15188 -0.1 0.0 -0.2 0.000
C 0.54686 3.12155 1.06546 0.2 -0.4 0.3 0.001
C 1.05520 3.51465 -0.33130 0.1 0.0 0.0 0.001
C 0.97166 1.68639 1.43195 -0.3 0.1 -0.4 0.004
H 2.13603 3.99730 2.24638 -0.1 0.1 0.0 0.000
H 0.60408 3.79032 3.11037 0.1 0.2 -0.1 0.000
H 0.78246 5.12235 1.93286 0.0 0.1 0.1 0.000
H -0.55736 3.18021 1.04677 0.3 -0.1 0.0 0.000
H 2.13911 3.34682 -0.41798 -0.1 0.1 0.1 0.000
H 0.58271 2.93534 -1.14286 0.0 0.1 0.4 0.000
H 0.86565 4.57895 -0.52775 0.0 -0.2 0.0 0.000
H 2.07214 1.55419 1.37232 -0.3 0.2 0.4 0.000
H 0.54431 1.34550 2.39758 0.5 0.3 0.0 0.000

=====

(7)
26
Properties=species:S:1:pos:R:3:forces:R:3:nbo_charge:R:1 method="wB97M-V/def2-TZVPD" homo_lumo_gap_ev=8.34 de_lowest_kj_mol=574.6 spin_multiplicity=1 smiles=c1csc(CN2CCNCC2)c1
C -0.03680 -1.02271 0.39823 1.8 1.1 -1.8 -0.253
C 1.55568 0.91763 0.32539 -3.3 4.9 -0.6 -0.271
C 2.17024 0.98815 -1.09075 -0.9 -0.5 -0.5 -0.253
C 3.23149 -1.10290 -0.59044 -1.3 -1.1 2.8 -0.239
C 2.44545 -1.12780 0.75973 -1.0 -4.7 1.4 -0.255
C -1.29172 0.01290 0.19953 -1.2 -3.5 3.8 -0.290
C -2.12148 0.37502 1.36352 8.5 -0.7 0.4 -0.261
C -3.25513 0.97500 1.09338 -5.2 4.1 -0.5 -0.259
C -3.69083 0.70242 -0.22187 2.0 -0.5 1.8 -0.430
H 0.45315 -1.25333 -0.65787 -2.1 -0.3 1.7 0.188
H -0.22649 -2.02206 1.01536 0.3 2.5 -1.3 0.239
H 0.61165 1.63069 0.35522 1.4 -1.4 -0.2 0.208
H 2.17807 1.47688 1.03246 0.7 0.0 -0.3 0.201
H 2.22004 2.14515 -1.37284 0.6 -2.7 0.4 0.220
H 1.58783 0.43514 -1.92994 0.5 1.1 1.5 0.196
H 3.85375 0.61944 -0.16976 1.1 0.7 0.4 0.334
H 4.21158 -1.67032 -0.43738 -1.5 0.5 -0.6 0.216
H 2.42836 -1.55989 -1.13141 0.6 -0.7 -1.8 0.187
H 3.08441 -1.14917 1.66584 -0.2 0.6 -0.4 0.201
H 2.06502 -2.27127 0.67958 0.6 2.3 0.9 0.182
H -1.43786 0.38618 2.25087 -1.4 0.3 -0.2 0.232
H -3.75051 1.90181 1.73727 1.0 -3.1 -1.5 0.237
H -4.57251 1.11672 -0.62681 -0.6 0.0 -0.9 0.239
N 1.23418 -0.27014 0.97049 -0.5 -3.4 -0.2 -0.458
N 3.42037 0.21082 -0.96767 1.3 3.3 -2.2 -0.628
S -2.45811 -0.22981 -0.99066 -1.0 1.0 -1.9 0.514

=====

(8)
11
Properties=species:S:1:pos:R:3:forces:R:3:nbo_charge:R:1 method="wB97M-V/def2-TZVPD" homo_lumo_gap_ev=10.05 de_lowest_kj_mol=190.4 spin_multiplicity=1 smiles=C#Cc1ccn[nH]1
C -2.50365 -0.20866 -1.25168 0.6 0.0 0.1 -0.184
C -1.55422 -0.04384 -0.53273 -0.4 -0.1 -0.3 -0.049
C -0.29954 0.03143 0.11837 0.2 0.0 0.0 0.034
C 0.54651 1.08601 0.38920 0.0 0.0 0.0 -0.297
C 1.75656 0.46842 0.75608 0.1 0.0 0.1 -0.061
N 1.66982 -0.85679 0.72812 0.0 0.3 0.1 -0.241
N 0.41815 -1.09962 0.34602 -0.1 -0.1 0.0 -0.301
H -3.14034 -0.40245 -2.07463 -0.5 0.1 0.1 0.237
H 0.31121 2.13620 0.29768 0.1 -0.2 0.0 0.237
H 2.69509 0.93599 1.01786 -0.1 -0.1 0.0 0.213
H 0.10042 -2.04668 0.20570 0.1 0.1 0.0 0.414